<a>
An isolated molecule of C3H7ClSi, computed with wB97M-V/def2-TZVPD.

Properties
E_HOMO: -9.6 eV
Kohn-Sham gap: 0.3727 hartree
SMILES string: C=C[SiH2]CCl
LUMO: 0.5 eV

Positions of all 12 atoms, in Å:
C -1.00 -1.59 0.01
C -1.56 -0.39 -0.14
C 1.57 0.74 0.53
Si -0.36 0.95 -0.43
Cl 2.34 -0.56 -0.44
H -1.62 -2.52 -0.03
H -0.07 -1.64 0.43
H -2.58 -0.27 -0.25
H 1.61 0.29 1.51
H 2.28 1.54 0.53
H 0.23 1.21 -1.86
H -0.83 2.24 0.14



<b>
A cluster of 2 separate species, C3H7ClSi in total, computed with wB97M-V/def2-TZVPD.

Properties
E_HOMO (spin up / spin down): -8.4 / -8.4 eV
Kohn-Sham gap (spin up / spin down): 0.2796 / 0.2796 hartree
LUMO (spin up / spin down): -0.8 / -0.8 eV

Positions of all 12 atoms, in Å:
C -0.08 -1.15 1.61
C 0.76 -0.39 0.56
C 0.50 0.28 1.89
Si -0.20 0.80 -1.92
Cl 1.66 0.39 3.40
H -1.10 -1.34 1.63
H 0.50 -1.99 2.02
H 1.60 -0.72 0.10
H 0.06 1.26 1.98
H -1.49 0.23 -1.85
H 0.49 0.49 -3.16
H -0.23 2.24 -1.49



Short version: <a> is the most stable of them.



<a>
A cluster of 2 separate species, C2HO5S in total, computed with wB97M-V/def2-TZVPD.

Properties
charge: -1
E_HOMO (spin up / spin down): -1.8 / -1.8 eV
Kohn-Sham gap (spin up / spin down): 0.1338 / 0.1339 hartree
LUMO (spin up / spin down): 1.8 / 1.8 eV

Positions of all 9 atoms, in Å:
C -1.63 1.63 0.34
C -1.43 0.41 -0.22
O -2.58 -0.42 -0.28
O -1.73 2.83 0.23
O 2.89 -2.09 0.69
O 4.15 -0.13 -0.03
O -0.30 -0.11 -0.36
S 2.85 -0.80 0.00
H -2.23 -1.32 -0.39



<b>
A structure of composition C2HO5S, computed with wB97M-V/def2-TZVPD.

Properties
charge: -1
E_HOMO: -4.2 eV
Kohn-Sham gap: 0.2912 hartree
LUMO: 3.7 eV

Positions of all 9 atoms, in Å:
C -0.80 0.87 0.09
C 0.56 0.52 -0.47
O -1.23 -0.34 0.52
O -1.49 1.86 -0.22
O -0.27 -2.25 -0.77
O 0.84 -1.53 1.32
O 0.57 1.15 0.71
S 0.14 -1.14 0.08
H 1.67 0.86 -1.28



Short version: <a> is the most stable of them.



<a>
A cluster of 4 separate species, CH9NO5 in total, computed with wB97M-V/def2-TZVPD.

Properties
E_HOMO: -9.8 eV
Kohn-Sham gap: 0.3657 hartree
SMILES string: NC(=O)O.O.O.O
LUMO: 0.1 eV

Positions of all 16 atoms, in Å:
N 0.65 -0.05 -1.55
C 0.43 0.50 -2.77
O 0.92 1.83 -2.95
O -0.07 -0.08 -3.83
H 1.43 0.25 -1.00
H -0.01 -0.57 -0.98
H 0.63 1.91 -3.99
H 0.79 -1.34 3.04
H -0.44 -0.68 3.80
O 0.30 -0.52 3.25
H 0.12 1.99 1.55
H 1.05 0.94 2.17
O 0.94 1.52 1.44
H -2.33 -2.24 1.27
H -2.57 -1.72 -0.03
O -1.82 -1.74 0.59



<b>
A cluster of 4 separate species, CH9NO5 in total, computed with wB97M-V/def2-TZVPD.

Properties
E_HOMO: -10.2 eV
Kohn-Sham gap: 0.3945 hartree
SMILES string: NC(=O)O.O.O.O
LUMO: 0.5 eV

Positions of all 16 atoms, in Å:
N 0.02 0.28 2.02
C -0.88 1.03 1.31
O -0.88 0.73 -0.04
O -1.49 1.96 1.75
H 0.49 -0.45 1.52
H 0.68 0.86 2.50
H -1.18 1.58 -0.39
H 1.19 -3.15 -2.34
H 0.11 -3.59 -1.40
O 1.06 -3.56 -1.51
H -1.37 2.71 -3.21
H 0.06 2.75 -2.71
O -0.68 2.14 -2.83
H 2.84 -2.18 1.02
H 1.80 -2.52 -0.07
O 2.18 -1.79 0.43



Short version: <b> is the most stable of them.



<a>
The ion C4H8N with charge +1, computed with wB97M-V/def2-TZVPD.

Properties
charge: +1
E_HOMO: -16.1 eV
Kohn-Sham gap: 0.2845 hartree
LUMO: -8.3 eV

Positions of all 13 atoms, in Å:
C -1.21 0.70 -0.28
C -0.05 -0.05 -0.42
C 0.36 -0.60 -1.77
C 0.50 0.04 1.91
N 0.81 -0.21 0.56
H -1.90 0.76 -1.12
H -0.49 -0.75 -2.43
H -1.38 1.31 0.58
H 0.91 -1.53 -1.63
H 1.02 0.12 -2.25
H -0.52 0.32 2.12
H 1.23 0.77 2.27
H 0.72 -0.88 2.45



<b>
The ion C4H8N with charge +1, computed with wB97M-V/def2-TZVPD.

Properties
charge: +1
E_HOMO: -15.9 eV
Kohn-Sham gap: 0.2709 hartree
LUMO: -8.5 eV

Positions of all 13 atoms, in Å:
C 1.78 0.79 0.18
C 0.40 0.08 0.14
C 0.49 -1.25 -0.35
C -2.04 0.29 0.11
N -0.72 0.78 0.33
H 1.59 1.83 0.19
H 2.26 0.33 1.02
H 2.30 0.46 -0.74
H -0.33 -1.93 -0.40
H 1.49 -1.72 -0.62
H -2.49 0.47 -0.84
H -1.98 -0.81 0.15
H -2.74 0.70 0.82



Short version: <a> is the most stable of them.



<a>
A cluster of 2 separate species, C4H8NO2S in total, computed with wB97M-V/def2-TZVPD.

Properties
charge: -1
E_HOMO: -4.3 eV
Kohn-Sham gap: 0.1508 hartree
LUMO: -0.2 eV

Positions of all 16 atoms, in Å:
O 0.79 1.64 -2.29
C 0.36 1.53 -1.06
C 0.81 0.40 -0.20
C 1.97 -0.23 -0.43
S -3.21 0.64 0.38
N -0.08 0.03 0.94
C -0.22 -1.54 1.00
O 0.99 -2.12 1.10
H -0.83 1.54 -0.96
H 0.61 2.55 -0.38
H 2.29 -0.90 0.35
H 2.45 0.25 -1.20
H -3.24 -0.74 0.16
H -0.98 0.50 0.73
H -0.75 -1.75 0.07
H -0.96 -1.79 1.80



<b>
A cluster of 2 separate species, C4H8NO2S in total, computed with wB97M-V/def2-TZVPD.

Properties
charge: -1
E_HOMO: -4.3 eV
Kohn-Sham gap: 0.1577 hartree
LUMO: 0.0 eV

Positions of all 16 atoms, in Å:
C 0.07 0.55 2.12
N -1.34 0.73 1.83
C -1.69 0.11 0.61
C -1.09 0.88 -0.66
S -1.37 -0.14 -2.09
C 2.05 -0.77 -0.16
O 2.19 -1.66 0.75
O 2.61 0.38 -0.29
H 0.45 -0.30 2.82
H 0.47 1.52 2.59
H 0.65 0.41 1.17
H -2.78 0.00 0.43
H -1.23 -0.90 0.46
H -1.81 1.74 -0.73
H -0.07 1.26 -0.44
H 1.17 -0.92 -0.85



<c>
The ion C4H8NO2S with charge -1, computed with wB97M-V/def2-TZVPD.

Properties
charge: -1
E_HOMO: -4.2 eV
Kohn-Sham gap: 0.2608 hartree
SMILES string: O=C([O-])NCCCS
LUMO: 2.9 eV

Positions of all 16 atoms, in Å:
C -1.05 -0.25 -0.28
N -0.08 -0.83 -1.17
C 0.30 -0.16 -2.45
O -0.50 0.69 -2.85
O 1.38 -0.62 -2.89
C -0.47 0.92 0.60
C 0.62 0.40 1.52
S -0.11 -0.11 3.18
H -1.45 -1.04 0.37
H -1.79 0.19 -0.97
H 0.62 -1.38 -0.71
H -1.32 1.39 1.11
H 0.02 1.69 -0.02
H 1.41 1.14 1.66
H 1.11 -0.50 1.14
H 0.76 0.65 3.86



Short version: <c> is the most stable of them.



<a>
A cluster of 2 separate species, C4H15N2 in total, computed with wB97M-V/def2-TZVPD.

Properties
charge: +1
E_HOMO: -13.8 eV
Kohn-Sham gap: 0.3648 hartree
LUMO: -3.9 eV

Positions of all 21 atoms, in Å:
C 1.30 -0.92 -0.02
N 1.11 0.23 -0.94
C -0.02 -1.72 0.13
N 0.33 -2.93 0.97
H 1.66 -0.61 1.03
H 2.10 -1.64 -0.36
H 0.53 0.87 -0.39
H 1.98 0.73 -1.07
H -0.34 -2.14 -0.87
H -0.86 -1.18 0.66
H -0.51 -3.53 1.10
H 1.06 -3.48 0.45
H 0.78 -2.66 1.85
C -1.72 2.15 0.19
C -0.95 3.25 -0.53
H -2.58 2.57 0.68
H -1.18 1.56 0.95
H -2.06 1.41 -0.58
H -0.66 3.99 0.18
H -0.04 2.87 -1.04
H -1.59 3.66 -1.33



<b>
A cluster of 2 separate species, C4H15N2 in total, computed with wB97M-V/def2-TZVPD.

Properties
charge: +1
E_HOMO: -13.1 eV
Kohn-Sham gap: 0.3450 hartree
LUMO: -3.7 eV

Positions of all 21 atoms, in Å:
C -2.13 -0.40 1.69
N -1.12 -1.49 1.79
H -1.78 0.47 1.10
H -2.40 -0.08 2.72
H -3.04 -0.82 1.19
H -0.88 -1.89 0.89
H -0.25 -1.12 2.20
C -0.24 0.30 -1.82
C 1.11 0.54 -1.15
C 1.05 1.53 0.04
N 1.57 -0.76 -0.61
H -0.17 -0.51 -2.59
H -1.01 -0.03 -1.06
H -0.57 1.31 -2.22
H 1.84 0.94 -1.86
H 0.24 1.29 0.73
H 0.86 2.51 -0.30
H 1.98 1.43 0.58
H 1.51 -1.56 -1.30
H 2.50 -0.66 -0.22
H 0.96 -1.01 0.19



Short version: <b> is the most stable of them.



<a>
A cluster of 2 separate species, C6H7N3 in total, computed with wB97M-V/def2-TZVPD.

Properties
E_HOMO: -8.8 eV
Kohn-Sham gap: 0.3188 hartree
LUMO: -0.1 eV

Positions of all 16 atoms, in Å:
C -0.85 -2.69 -1.82
C -1.21 -3.45 -0.70
C 1.00 4.37 1.36
C 0.09 3.54 1.67
C 0.44 0.69 0.00
C 0.24 -0.50 0.60
N -0.29 -1.62 -1.47
N -0.77 -2.76 0.35
N -0.18 -1.58 -0.09
H -1.11 -2.81 -2.82
H -1.51 -4.35 -0.37
H 1.14 4.01 0.37
H 1.53 5.26 1.75
H 0.85 1.63 0.70
H 0.20 0.89 -1.17
H 0.42 -0.64 1.66



<b>
An isolated molecule of C6H7N3, computed with wB97M-V/def2-TZVPD.

Properties
E_HOMO: -8.8 eV
Kohn-Sham gap: 0.3368 hartree
SMILES string: [H]/N=C1/C=NC=N[C@H]2C[C@@H]12
LUMO: 0.4 eV

Positions of all 16 atoms, in Å:
C -1.03 -0.80 -0.66
C 0.55 1.24 0.50
C 0.41 -1.19 -0.24
C -0.09 0.38 1.60
C 1.01 -0.40 0.90
C -0.97 1.34 -1.50
N -1.64 0.16 -1.22
N -0.03 1.73 -0.73
N 0.77 -2.20 -0.92
H -1.84 -1.61 -0.52
H 1.32 1.95 0.57
H 0.15 0.69 2.52
H -1.07 -0.03 1.61
H 1.94 -0.61 1.17
H -1.17 1.93 -2.42
H 1.68 -2.58 -0.67



Short version: <b> is the most stable of them.



<a>
A cluster of 2 separate species, CH4FN2O in total, computed with wB97M-V/def2-TZVPD.

Properties
charge: -1
E_HOMO: -1.8 eV
Kohn-Sham gap: 0.2368 hartree
LUMO: 4.7 eV

Positions of all 9 atoms, in Å:
C -0.24 0.34 -0.12
N 0.90 0.36 0.75
N -1.02 -0.66 0.15
O -2.23 -0.99 -0.06
F -0.75 1.55 -0.19
H 0.62 -0.06 -1.81
H 1.40 1.25 0.85
H 1.62 -0.27 0.25
H -0.30 -1.51 0.19



<b>
A cluster of 3 separate species, CH4FN2O in total, computed with wB97M-V/def2-TZVPD.

Properties
charge: -1
E_HOMO (spin up / spin down): -4.3 / -4.3 eV
Kohn-Sham gap (spin up / spin down): 0.2768 / 0.2768 hartree
LUMO (spin up / spin down): 3.2 / 3.2 eV

Positions of all 9 atoms, in Å:
C -0.01 0.61 -0.38
N -1.06 0.27 0.27
N 2.23 -0.71 -0.52
O 3.00 0.25 -0.27
F -3.30 -1.26 -0.37
H 0.54 1.53 0.02
H -1.55 0.75 1.01
H -1.48 -0.60 -0.05
H 1.63 -0.86 0.30



<c>
A cluster of 2 separate species, CH4FN2O in total, computed with wB97M-V/def2-TZVPD.

Properties
charge: -1
E_HOMO (spin up / spin down): -1.9 / -1.9 eV
Kohn-Sham gap (spin up / spin down): 0.2420 / 0.2419 hartree
LUMO (spin up / spin down): 4.7 / 4.7 eV

Positions of all 9 atoms, in Å:
C -0.26 0.74 0.23
N 0.91 0.16 -0.05
N -1.48 0.03 0.22
O -2.61 0.61 0.16
F 2.04 -1.92 -0.58
H -0.41 1.82 0.14
H 1.69 0.67 -0.09
H 1.52 -1.15 -0.15
H -1.39 -0.96 0.13



Short version: <c> is the most stable of them.